Record 1
17
Properties=species:S:1:pos:R:3 method="wB97M-V/def2-TZVPD" de_lowest_kj_mol=20.2 charge=0 spin_multiplicity=1 homo_lumo_gap_ev=9.95 smiles="O=C[C@@](F)(Cl)c1ccccc1"
O 3.6738 1.7973 1.2256
C 3.1939 0.7381 1.0468
C 2.7166 0.1387 -0.2605
F 3.1739 0.8836 -1.2625
Cl 3.3666 -1.5773 -0.4222
C 1.1644 0.0666 -0.2009
C 0.4932 -1.0198 0.4691
C -0.9667 -1.0026 0.2732
C -1.6451 -0.0510 -0.4471
C -0.8658 0.8847 -1.0985
C 0.4257 0.9878 -0.8774
H 2.9580 -0.0144 1.9515
H 1.0218 -1.8584 0.9058
H -1.5308 -1.8335 0.7646
H -2.6842 0.0441 -0.6980
H -1.2961 1.6453 -1.6706
H 0.8342 1.7482 -1.4718

Record 2
6
Properties=species:S:1:pos:R:3 method="wB97M-V/def2-TZVPD" de_lowest_kj_mol=8.1 charge=0 spin_multiplicity=1 homo_lumo_gap_ev="9.03 / 8.59"
O -1.8646 -0.3967 0.8020
O 1.4907 0.6558 0.1905
O 1.3397 -0.5964 0.2571
O -0.4322 1.3244 -0.1588
O 0.6835 -1.1412 -0.7005
S -1.2171 0.1541 -0.3904

Record 3
68
Properties=species:S:1:pos:R:3 method="wB97M-V/def2-TZVPD" de_lowest_kj_mol=0.0 charge=+1 spin_multiplicity=1 homo_lumo_gap_ev=8.05
Au -0.3013 -0.0099 0.5074
Cl -2.4922 0.4541 0.2344
O 0.3336 2.7525 1.3223
H 0.4080 2.8251 0.3461
H -0.3463 3.3990 1.5448
C 5.0420 3.3324 4.4018
C 5.8190 2.8928 3.1718
N 4.9845 2.1435 2.2241
C 4.6786 2.7840 0.9467
C 3.7789 4.0005 1.0878
C 4.7677 0.8439 2.5063
O 5.2345 0.2684 3.4757
C 3.8469 0.0421 1.6149
C 4.3104 -1.1760 1.1244
C 3.4694 -1.9790 0.3756
C 2.1599 -1.5809 0.1835
N 1.7099 -0.4338 0.7126
C 2.5288 0.3801 1.3951
H 5.6960 3.8816 5.0793
H 4.6573 2.4633 4.9344
H 4.2074 3.9807 4.1315
H 6.6548 2.2577 3.4647
H 6.2197 3.7519 2.6342
H 4.2277 2.0480 0.2829
H 5.6268 3.0718 0.4829
H 2.8160 3.7319 1.5211
H 3.5970 4.4433 0.1080
H 4.2439 4.7626 1.7144
H 5.3275 -1.4729 1.3449
H 3.8085 -2.9128 -0.0487
H 1.4527 -2.1591 -0.3978
H 2.0896 1.3016 1.7623
S -1.4063 -1.4109 6.8183
C -1.1372 -1.1141 5.1227
C -0.6153 0.1359 4.7686
C -0.3863 0.4284 3.4482
N -0.6471 -0.4603 2.4752
C -1.1603 -1.6572 2.7954
C -1.4126 -2.0206 4.0966
C -2.0538 -3.0681 6.8111
C -1.2019 -4.1533 6.9460
C -1.7638 -5.4233 6.9489
N -3.0690 -5.6473 6.8311
C -3.8735 -4.5956 6.7162
C -3.4191 -3.2825 6.7030
H -0.3943 0.8802 5.5212
H 0.0045 1.3847 3.1264
H -1.3815 -2.3274 1.9757
H -1.8272 -2.9969 4.2988
H -0.1340 -4.0179 7.0506
H -1.1329 -6.2986 7.0514
H -4.9334 -4.8061 6.6328
H -4.1117 -2.4566 6.6137
O -0.3031 -1.8316 -2.1010
C -0.1370 -0.6662 -2.3740
N 0.0015 0.3457 -1.4264
C 0.2626 1.5705 -2.0098
O 0.4779 2.6058 -1.4112
C 0.2546 1.3397 -3.4827
C 0.4507 2.2200 -4.5237
C 0.3925 1.6974 -5.8145
C 0.1530 0.3452 -6.0354
C -0.0369 -0.5379 -4.9736
C 0.0165 -0.0099 -3.7030
H 0.6374 3.2699 -4.3430
H 0.5346 2.3534 -6.6629
H 0.1119 -0.0245 -7.0511
H -0.2247 -1.5905 -5.1367

Record 4
80
Properties=species:S:1:pos:R:3 method="wB97M-V/def2-TZVPD" charge=0 spin_multiplicity=2 homo_lumo_gap_ev="8.53 / 8.99" s2=0.756
C 3.1851 -4.0214 -2.3535
Br 1.2866 -4.4449 -1.9179
Br 4.6159 -4.8234 -1.2004
Br 3.4257 -2.0403 -2.1413
H 3.3490 -4.2123 -3.4140
C 3.1400 3.0728 4.3648
Br 1.5688 2.0512 3.6750
Br 4.0749 3.8834 2.8313
Br 4.4762 1.9183 5.2903
H 2.9406 3.9785 4.9374
C 1.3933 3.9885 -6.4241
Br 2.8173 3.8400 -7.8241
Br 1.6469 5.5988 -5.4816
Br 1.5558 2.3911 -5.2680
H 0.4186 3.9788 -6.9119
C -5.1624 -1.3281 -0.2466
C -4.7572 -0.4580 0.9566
C -3.2136 -0.5909 0.9007
C -2.3917 0.3729 1.8093
C -2.8032 1.8018 1.5489
C -4.4046 2.0054 1.4452
N -5.1095 0.9458 0.6805
O -6.5239 1.3461 0.4152
C -4.8655 2.1130 2.9112
C -4.4143 3.3676 0.8013
C -5.3507 -1.0166 2.2652
H -4.9303 -2.3865 -0.1275
H -4.6729 -1.1197 -1.1979
H -6.1985 -1.1057 -0.5020
H -2.8915 -1.5494 1.3078
H -2.7269 -0.6172 -0.0742
H -1.3374 0.2270 1.5740
H -2.4843 0.0867 2.8569
H -2.3794 2.1462 0.6056
H -2.4428 2.4495 2.3481
H -5.9417 1.9643 2.9998
H -4.4761 1.2901 3.5106
H -4.4980 3.0483 3.3334
H -3.7538 4.1184 1.2351
H -3.9860 3.2727 -0.1965
H -5.4297 3.7495 0.9067
H -4.7342 -0.8473 3.1480
H -5.3736 -2.1063 2.2489
H -6.3326 -0.5652 2.4075
O 0.2857 -2.0197 -3.8239
C -0.6904 -1.7877 -3.1411
N -0.7565 -1.0045 -2.1380
C -2.0074 -2.2676 -3.6003
H 0.0648 -0.7368 -1.6145
H -1.6327 -1.2037 -1.6769
H -2.2946 -3.1438 -3.0191
H -1.9314 -2.5177 -4.6585
H -2.8487 -1.5915 -3.4475
O 2.2535 -1.7945 2.3693
C 1.8062 -2.6124 1.6156
N 0.8964 -2.1991 0.7081
C 2.0683 -4.1183 1.6171
H 0.7478 -1.2001 0.7029
H 0.3680 -2.8497 0.1446
H 3.1385 -4.3151 1.5535
H 1.4156 -4.6333 0.9122
H 1.8664 -4.4741 2.6274
O 5.2274 0.3165 -0.2267
C 6.3719 0.0712 -0.0020
N 7.3021 1.0107 -0.1449
C 6.7958 -1.2081 0.7324
H 8.2989 0.9902 0.0166
H 6.9388 1.9171 -0.4030
H 7.2166 -0.9358 1.7003
H 7.5195 -1.6026 0.0192
H 5.9206 -1.8332 0.9095
O 0.5494 1.2458 0.1870
C 1.7176 1.2054 -0.2278
N 2.7703 1.2404 0.5491
C 1.9944 1.0236 -1.7290
H 2.6858 1.3665 1.5477
H 3.7335 1.1532 0.2578
H 1.3197 0.2061 -1.9831
H 3.0263 0.7673 -1.9688
H 1.5533 1.7617 -2.3989

Record 5
25
Properties=species:S:1:pos:R:3 method="wB97M-V/def2-TZVPD" de_lowest_kj_mol=123.8 charge=+1 spin_multiplicity=1 homo_lumo_gap_ev="6.65 / 6.64"
C -0.9743 -1.0615 -0.0345
C 1.4827 -0.6674 -0.0150
C -0.0901 1.1008 -0.5049
C 2.6434 -0.8417 0.9552
N -2.7700 -2.1619 -1.1467
N -1.6497 -2.0507 -0.3980
N 0.2715 -1.2423 0.5828
N 1.1331 0.7192 -0.2876
N -1.1498 0.2804 -0.2788
N 2.2343 1.5946 -0.5515
N -2.9539 1.7975 1.0495
N -3.0395 0.6895 0.4047
H 1.7779 -1.1459 -0.9422
H -0.2188 2.1059 -0.8744
H 3.2691 0.1208 0.8397
H 3.1614 -1.7452 0.8190
H 2.2228 -0.8173 1.9946
H -3.0606 -3.1377 -0.9177
H 0.4602 -2.2401 0.9181
H -3.3689 -1.3764 -1.2827
H 1.8884 2.4401 -1.1139
H 2.8212 1.1620 -1.1386
H -2.5208 1.9412 1.9676
H -3.0181 2.7440 0.6234
H -2.9159 -0.1285 1.0648

Record 6
54
Properties=species:S:1:pos:R:3 method="wB97M-V/def2-TZVPD" de_lowest_kj_mol=52.3 charge=0 spin_multiplicity=4 homo_lumo_gap_ev="7.04 / 7.82" s2=3.774
C -1.2307 2.9482 -3.1400
C -0.2890 1.9488 -3.3965
C 0.1803 1.1304 -2.3533
C -0.2976 1.3359 -1.0650
C -1.2487 2.3272 -0.8020
C -1.7482 3.1136 -1.8463
C 1.1336 0.0130 -2.6410
C 2.0294 -0.3950 -1.4572
N 3.1408 0.4363 -1.2324
Co 0.0493 0.0192 0.3230
C -1.7088 2.4730 0.6234
P -0.3717 1.6715 1.6372
H 0.0884 1.7788 -4.4108
H -2.5343 3.8513 -1.6286
H -1.5769 3.6008 -3.9450
H -2.6425 1.9170 0.8262
H -1.8335 3.5170 0.9511
H 0.5711 -0.8992 -2.9031
H 1.7778 0.2553 -3.4980
H 1.4723 -0.4921 -0.4740
C -1.0441 1.6429 3.3037
C 0.8565 3.0070 1.6490
H 2.4104 -1.4181 -1.6389
C 3.1093 1.8662 -1.2503
C 4.3189 -0.1691 -0.6888
H 0.1394 -0.6104 1.8531
H 4.1242 2.2119 -1.5000
H 2.3943 2.2591 -1.9831
H 2.8647 2.2944 -0.2622
H 5.1865 0.4555 -0.9446
H 4.2662 -0.2645 0.4121
H 4.4330 -1.1818 -1.1120
H 0.4138 3.8760 2.1496
H 1.7471 2.6697 2.1884
H 1.1376 3.2811 0.6272
H -1.4069 2.6481 3.5620
H -1.8704 0.9218 3.3591
H -0.2545 1.3419 4.0052
H 0.9638 -0.2979 1.6328
O -3.2293 -2.3258 -0.3823
C -2.7164 -3.2072 0.5052
C -3.5523 -3.7217 1.5116
C -3.0136 -4.5779 2.4692
C -1.6786 -4.9906 2.3953
C -0.8546 -4.5032 1.3772
C -1.3414 -3.5615 0.4734
C -0.4012 -2.7842 -0.3914
O 0.5883 -3.2799 -0.9231
O -0.7904 -1.5213 -0.5046
H -2.4362 -1.7992 -0.6897
H -4.5897 -3.4030 1.5378
H -3.6522 -4.9288 3.2814
H -1.2709 -5.6771 3.1379
H 0.1875 -4.8038 1.2718

Calculated electronic energy in order - -943.69507; -774.09026; -2652.46861; -24602.64315; -597.82351; -2783.37052 a.u.